The following is a DFT calculation (wB97M-V/def2-TZVPD) of a molecular structure, C54H84GeKN10O2PS2Si3 in a non-equilibrium geometry.

Results
**Calculated total energy**: -7489.501538 Ha
**Gap between HOMO and LUMO (alpha / beta)**: 5.91 / 6.84 eV
**LUMO level (alpha / beta)**: 1.71 / 1.71 eV
**Total charge**: -1
**2S+1**: 2

Positions of all 158 atoms, in Å:
K (-0.31968, 0.25919, 0.36392)
C (1.36116, 2.88713, 2.29535)
N (1.49324, 2.37199, 0.94798)
C (2.78080, 2.63800, 0.34827)
C (2.91475, 1.84758, -0.91658)
N (1.98425, 1.09719, -1.41711)
C (2.54000, 0.53390, -2.56188)
C (1.97004, -0.32922, -3.49344)
C (2.75181, -0.72540, -4.56406)
C (4.07595, -0.28317, -4.70892)
C (4.65470, 0.58064, -3.79254)
C (3.85681, 0.98055, -2.72614)
N (4.07580, 1.82649, -1.65160)
C (-0.07012, 2.84673, 2.72994)
N (-1.07806, 2.63123, 1.93825)
C (-2.20828, 2.79446, 2.74356)
C (-3.55569, 2.64674, 2.43388)
C (-4.47960, 2.86692, 3.43942)
C (-4.07646, 3.23571, 4.73101)
C (-2.73858, 3.38337, 5.05353)
C (-1.82313, 3.14546, 4.03904)
N (-0.44009, 3.18266, 4.00178)
H (1.71012, 3.92723, 2.39021)
H (1.96887, 2.28036, 2.97399)
H (0.74579, 2.73012, 0.35550)
H (3.56569, 2.32138, 1.04399)
H (2.95501, 3.70405, 0.13797)
H (0.94413, -0.65403, -3.36925)
H (2.33270, -1.39056, -5.31044)
H (4.66035, -0.62516, -5.55518)
H (5.67109, 0.93677, -3.91444)
H (4.91560, 2.33630, -1.44770)
H (-3.85981, 2.34770, 1.43914)
H (-5.53611, 2.74603, 3.22910)
H (-4.82746, 3.39311, 5.49621)
H (-2.42228, 3.64457, 6.05591)
H (0.16296, 3.17688, 4.80409)
N (-2.73508, -5.97131, 5.78518)
C (-2.33057, -4.71183, 5.32831)
C (-1.08113, -4.54459, 4.73367)
C (-0.67214, -3.28973, 4.31373)
C (-1.50074, -2.19156, 4.48326)
C (-2.73483, -2.34136, 5.10504)
C (-3.14471, -3.59404, 5.52463)
S (-0.99865, -0.62390, 3.83026)
O (0.45729, -0.63613, 3.81798)
O (-1.60043, 0.37889, 4.67804)
N (-1.42518, -0.55479, 2.30317)
C (-2.71285, -0.57089, 1.86389)
N (-3.74758, -0.88908, 2.66913)
C (-4.95713, -0.88479, 2.12805)
C (-5.20389, -0.58365, 0.79899)
C (-4.08205, -0.27429, 0.04319)
N (-2.86131, -0.25422, 0.54940)
H (-2.29700, -6.75048, 5.32312)
H (-3.73050, -6.08793, 5.87486)
H (-0.43249, -5.40524, 4.60378)
H (0.30111, -3.15072, 3.85683)
H (-3.35895, -1.46992, 5.24612)
H (-4.11115, -3.71860, 6.00272)
H (-5.77372, -1.14147, 2.79919)
H (-6.19682, -0.58814, 0.37375)
H (-4.16078, -0.02461, -1.01313)
S (-2.20305, -1.96947, -3.50322)
C (-1.61548, -0.64204, -2.74748)
N (-1.14315, 0.29558, -2.22111)
C (-2.01073, 5.47303, 0.16258)
Si (-1.09077, 5.17438, -1.44543)
C (-1.59197, 6.61063, -2.56332)
C (0.73797, 5.43501, -1.02956)
Ge (-1.44772, 2.95887, -2.37989)
Si (-0.32422, 3.06640, -4.49727)
C (-0.90798, 4.43514, -5.65595)
C (1.51668, 3.42403, -4.23997)
C (-0.49981, 1.47938, -5.48833)
Si (-3.78322, 2.96264, -2.93717)
C (-4.33511, 4.27842, -4.17545)
C (-4.40301, 1.34640, -3.67774)
C (-4.80411, 3.31834, -1.38678)
H (-1.73914, 6.44900, 0.58076)
H (-1.76820, 4.70034, 0.89315)
H (-3.09629, 5.45399, 0.01618)
H (-1.42289, 7.56517, -2.05229)
H (-2.65300, 6.54493, -2.81945)
H (-1.02794, 6.61597, -3.49958)
H (0.98447, 6.50140, -1.01317)
H (1.40068, 4.94210, -1.74936)
H (0.95167, 5.02474, -0.03484)
H (-0.79579, 5.42502, -5.20586)
H (-1.96030, 4.31448, -5.92500)
H (-0.31629, 4.41041, -6.57792)
H (1.71347, 4.50184, -4.25975)
H (2.11994, 2.94790, -5.02047)
H (1.85462, 3.03975, -3.27600)
H (-1.45349, 1.45726, -6.02736)
H (-0.47730, 0.60041, -4.84227)
H (0.31338, 1.39194, -6.21702)
H (-3.92129, 4.08671, -5.16863)
H (-4.03674, 5.28729, -3.87995)
H (-5.42752, 4.25324, -4.25312)
H (-4.32820, 1.36978, -4.76945)
H (-5.45288, 1.18591, -3.41050)
H (-3.83033, 0.47851, -3.34174)
H (-4.91550, 4.39519, -1.22324)
H (-4.32783, 2.89705, -0.49862)
H (-5.80554, 2.88246, -1.47194)
C (4.56966, -4.64592, -2.54837)
C (5.30640, -3.67755, -1.60779)
C (4.34418, -2.68456, -0.92595)
C (2.95604, -3.30336, -0.72204)
C (2.31964, -3.60567, -2.10130)
C (3.36884, -3.94370, -3.17364)
P (1.87638, -2.13273, 0.22733)
C (2.71217, -1.93446, 1.88153)
C (3.49200, -3.12704, 2.47163)
C (4.58811, -2.66055, 3.44098)
C (4.07876, -1.48901, 4.27706)
C (3.85144, -0.25150, 3.38634)
C (3.54636, -0.64247, 1.92795)
C (0.40257, -3.15211, 0.74397)
C (-0.70392, -3.04635, -0.31995)
C (-1.88761, -3.90863, 0.10860)
C (-1.51802, -5.40234, 0.04543)
C (-0.00727, -5.63121, 0.22732)
C (0.61241, -4.62159, 1.19587)
H (4.22590, -5.52560, -1.99385)
H (5.25183, -5.00743, -3.32134)
H (6.05162, -3.11595, -2.17944)
H (5.85091, -4.24300, -0.84585)
H (4.23381, -1.77759, -1.53209)
H (4.77209, -2.38093, 0.03130)
H (3.07120, -4.23818, -0.16450)
H (1.73213, -2.74545, -2.43489)
H (1.62738, -4.44104, -2.00506)
H (3.71147, -3.02632, -3.66292)
H (2.91413, -4.56639, -3.94786)
H (1.85906, -1.72133, 2.52872)
H (3.94278, -3.74504, 1.69088)
H (2.79412, -3.76836, 3.01896)
H (5.47551, -2.34415, 2.88020)
H (4.89796, -3.49020, 4.08057)
H (4.78024, -1.25375, 5.08007)
H (3.13170, -1.77442, 4.74591)
H (4.73252, 0.39747, 3.41617)
H (3.00721, 0.31538, 3.78612)
H (4.47800, -0.75603, 1.36297)
H (2.97627, 0.15174, 1.44055)
H (0.03729, -2.58141, 1.60457)
H (-0.34949, -3.36828, -1.30274)
H (-1.02330, -2.00986, -0.41909)
H (-2.75299, -3.70358, -0.52422)
H (-2.16182, -3.62834, 1.13310)
H (-1.82248, -5.81216, -0.92093)
H (-2.07118, -5.95319, 0.81229)
H (0.49041, -5.55782, -0.74014)
H (0.17609, -6.64519, 0.59234)
H (1.67156, -4.84754, 1.33119)
H (0.13881, -4.76327, 2.17158)

The following is a DFT calculation (wB97M-V/def2-TZVPD) of 8 unconnected molecules or ions with the total composition C65H140F6N8O4S2 in a non-equilibrium geometry.

Results
**Calculated total energy**: -4693.022555 Ha
**Gap between HOMO and LUMO**: 8.41 eV
**LUMO level**: -6.86 eV
**Total charge**: +6
**2S+1**: 1
**ΔE to the lowest compared entry with this formula, charge and spin**: 5.9 kcal per mole

Positions of all 225 atoms, in Å:
C (0.39012, -3.59983, -9.86916)
C (-0.58478, -4.53468, -10.59317)
C (-2.09386, -4.30535, -10.29934)
N (-3.14553, -5.10589, -11.14850)
C (-3.46045, -4.55511, -12.55792)
C (-3.92758, -3.04851, -12.43162)
C (-5.18947, -2.89649, -11.54481)
C (-5.05276, -3.69407, -10.19024)
C (-4.49367, -5.14294, -10.34661)
C (-2.69839, -6.53156, -11.32434)
H (0.40832, -3.78303, -8.79482)
H (-0.02081, -2.60154, -10.01964)
H (1.37927, -3.68511, -10.31906)
H (-0.47701, -5.58549, -10.32431)
H (-0.45470, -4.31914, -11.65370)
H (-2.30332, -3.23645, -10.25822)
H (-2.25727, -4.68421, -9.29045)
H (-2.52647, -4.72963, -13.09209)
H (-4.23972, -5.11583, -13.07407)
H (-3.12699, -2.38959, -12.09549)
H (-4.22159, -2.56726, -13.36439)
H (-5.44623, -1.85125, -11.37265)
H (-6.03377, -3.28756, -12.11255)
H (-4.43785, -3.08547, -9.52722)
H (-6.03410, -3.62132, -9.72142)
H (-4.36561, -5.67780, -9.40553)
H (-5.13096, -5.76321, -10.97686)
H (-1.75602, -6.70812, -11.84287)
H (-3.49151, -6.96996, -11.93005)
H (-2.64298, -6.99148, -10.33767)
C (2.40829, -11.65907, 5.62134)
C (2.49839, -11.76057, 4.05292)
C (1.90239, -10.45262, 3.30134)
N (2.33017, -10.36952, 1.78799)
C (1.59811, -11.45162, 0.93843)
C (0.08584, -11.18957, 0.80452)
C (-0.24920, -9.72590, 0.40737)
C (0.39027, -8.68692, 1.40505)
C (1.93172, -8.93268, 1.38645)
C (3.84992, -10.60989, 1.62684)
H (1.37244, -11.51558, 5.92880)
H (2.87361, -10.78605, 6.07896)
H (2.67583, -12.59169, 6.11807)
H (2.00056, -12.70878, 3.85003)
H (3.48714, -11.95766, 3.63864)
H (2.22900, -9.55267, 3.82242)
H (0.84579, -10.64039, 3.49223)
H (1.83948, -12.43035, 1.35307)
H (1.95953, -11.29283, -0.07758)
H (-0.52547, -11.35341, 1.69196)
H (-0.38465, -11.67127, -0.05263)
H (-1.33065, -9.59039, 0.42221)
H (0.07854, -9.41870, -0.58576)
H (-0.02943, -8.80319, 2.40427)
H (0.14334, -7.68689, 1.04858)
H (2.57260, -8.29934, 1.99984)
H (2.16901, -8.84786, 0.32597)
H (4.06610, -11.67167, 1.50864)
H (4.42459, -10.20202, 2.45840)
H (4.09278, -10.24009, 0.63066)
C (-10.43867, -0.57776, -1.15757)
C (-11.71515, -0.15718, -0.53350)
C (-12.10719, 1.37047, -0.66337)
N (-13.61498, 1.69139, -0.57997)
C (-14.15566, 1.35498, 0.90642)
C (-15.67357, 1.65921, 1.12739)
C (-15.86269, 3.14545, 0.73634)
C (-15.39997, 3.58265, -0.67472)
C (-13.88991, 3.18701, -0.87765)
C (-14.38374, 0.92096, -1.63220)
H (-10.65479, -0.70645, -2.21815)
H (-9.98531, -1.45883, -0.70339)
H (-9.63376, 0.13840, -0.99221)
H (-11.70280, -0.38013, 0.53338)
H (-12.46917, -0.82081, -0.95674)
H (-11.81760, 1.83632, -1.60530)
H (-11.55726, 1.92115, 0.09980)
H (-13.64251, 1.93566, 1.67296)
H (-13.96527, 0.28658, 1.00822)
H (-15.99737, 1.49660, 2.15540)
H (-16.21847, 1.09678, 0.36920)
H (-15.28084, 3.73130, 1.44792)
H (-16.90255, 3.44872, 0.85808)
H (-15.43006, 4.67054, -0.73540)
H (-15.99130, 3.17640, -1.49533)
H (-13.30867, 3.77386, -0.16641)
H (-13.61341, 3.36577, -1.91673)
H (-15.37674, 1.35163, -1.76096)
H (-14.42521, -0.11308, -1.28993)
H (-14.00238, 0.97299, -2.65198)
C (12.95227, -8.65254, -0.62609)
C (12.49265, -7.69405, -1.74677)
C (11.28490, -6.83404, -1.25178)
N (10.80359, -5.67686, -2.19539)
C (10.01762, -4.66773, -1.26436)
C (9.15548, -3.74608, -2.04837)
C (8.22161, -4.48650, -3.01454)
C (9.18776, -5.24209, -4.00252)
C (9.89352, -6.38563, -3.28257)
C (11.96509, -4.98199, -2.94317)
H (12.42467, -9.60619, -0.60917)
H (12.79462, -8.28699, 0.38861)
H (13.96530, -9.05357, -0.59348)
H (12.42127, -8.30388, -2.64738)
H (13.39279, -7.12682, -1.98361)
H (11.65545, -6.45248, -0.30036)
H (10.33954, -7.36200, -1.12674)
H (9.33547, -5.28615, -0.68098)
H (10.69853, -4.18138, -0.56585)
H (8.65954, -3.10792, -1.31700)
H (9.68639, -3.03941, -2.68622)
H (7.50304, -5.05953, -2.42855)
H (7.63778, -3.78920, -3.61538)
H (8.63268, -5.81135, -4.74813)
H (9.79691, -4.59311, -4.63169)
H (9.12875, -7.01593, -2.82875)
H (10.58989, -6.98767, -3.86628)
H (11.45775, -4.25765, -3.58037)
H (12.45115, -5.71434, -3.58778)
H (12.68878, -4.67632, -2.18756)
C (1.74757, 6.50290, -3.38780)
C (0.33616, 7.14707, -3.29030)
C (-0.21271, 7.18667, -1.84098)
N (-1.73772, 7.29532, -1.68212)
C (-2.02719, 7.03437, -0.11610)
C (-3.48398, 6.88321, 0.10539)
C (-4.18465, 5.81303, -0.75456)
C (-3.88661, 5.85383, -2.21823)
C (-2.43023, 6.16231, -2.54169)
C (-2.19459, 8.63019, -2.11340)
H (2.43576, 6.94341, -2.66638)
H (2.14353, 6.39198, -4.39726)
H (1.53307, 5.48601, -3.05914)
H (-0.23994, 6.60015, -4.03668)
H (0.36368, 8.11143, -3.79759)
H (0.24957, 7.88290, -1.14121)
H (-0.02288, 6.20111, -1.41585)
H (-1.51261, 6.09750, 0.09738)
H (-1.55533, 7.79979, 0.50000)
H (-3.53036, 6.42063, 1.09127)
H (-4.01741, 7.82219, 0.25326)
H (-3.68446, 4.92455, -0.36917)
H (-5.26712, 5.80383, -0.62703)
H (-4.32622, 4.95633, -2.65335)
H (-4.42219, 6.72323, -2.59955)
H (-1.84773, 5.27003, -2.31226)
H (-2.23112, 6.24952, -3.60980)
H (-3.21281, 8.72073, -1.73508)
H (-2.18610, 8.76775, -3.19465)
H (-1.57114, 9.33725, -1.56615)
C (-2.29202, 4.28195, 9.32500)
C (-3.48895, 5.20793, 9.17061)
C (-3.22592, 6.34804, 10.16105)
N (-4.30954, 7.49230, 10.25573)
C (-4.56102, 8.10630, 8.75137)
C (-5.52486, 9.22922, 8.75894)
C (-6.79266, 8.89350, 9.49354)
C (-6.73328, 8.01686, 10.77574)
C (-5.61185, 6.87858, 10.77192)
C (-3.72907, 8.53167, 11.30706)
H (-1.38996, 4.73448, 8.91317)
H (-2.22031, 3.48412, 8.58579)
H (-2.22100, 3.98440, 10.37119)
H (-4.39832, 4.61195, 9.24774)
H (-3.51820, 5.56643, 8.14167)
H (-2.33444, 6.89690, 9.85751)
H (-3.05103, 6.02459, 11.18716)
H (-4.88788, 7.26178, 8.14471)
H (-3.56619, 8.28352, 8.34272)
H (-5.71455, 9.59439, 7.74959)
H (-4.94667, 10.01084, 9.25177)
H (-7.52000, 8.40476, 8.84531)
H (-7.25402, 9.81838, 9.83974)
H (-7.76891, 7.74542, 10.98044)
H (-6.61793, 8.66138, 11.64717)
H (-6.03243, 6.03166, 10.22976)
H (-5.49435, 6.62277, 11.82494)
H (-3.39910, 7.98523, 12.19059)
H (-4.46827, 9.31803, 11.45982)
H (-2.77871, 8.96871, 11.00063)
C (9.29248, 4.34875, 0.05629)
C (9.00452, 4.40099, 1.49270)
C (10.26799, 4.39804, 2.40476)
N (10.24382, 5.02946, 3.85683)
C (11.68404, 5.06443, 4.45242)
C (11.67799, 5.94594, 5.71440)
C (11.34773, 7.43372, 5.40589)
C (9.86942, 7.47884, 4.98488)
C (9.64188, 6.49623, 3.77306)
C (9.29594, 4.23149, 4.85969)
H (10.00634, 3.59226, -0.26963)
H (9.51148, 5.34426, -0.32983)
H (8.33883, 3.96551, -0.30674)
H (8.47282, 3.48638, 1.75515)
H (8.35277, 5.23858, 1.74123)
H (10.92310, 5.04566, 1.82208)
H (10.53199, 3.34060, 2.41983)
H (12.16210, 5.61783, 3.64415)
H (12.14597, 4.08440, 4.57184)
H (12.66749, 6.02607, 6.16447)
H (11.20305, 5.45089, 6.56142)
H (11.97490, 7.90056, 4.64640)
H (11.53175, 8.10801, 6.24229)
H (9.76717, 8.51514, 4.66279)
H (9.21732, 7.12143, 5.78183)
H (10.11062, 6.93729, 2.89338)
H (8.61167, 6.35137, 3.44784)
H (8.25643, 4.06639, 4.57639)
H (9.35432, 4.64416, 5.86686)
H (9.82887, 3.28330, 4.78879)
C (1.60416, -0.57361, 1.62072)
F (0.88362, -0.25176, 2.71019)
F (2.86106, -0.51312, 2.04439)
F (1.35590, -1.84519, 1.28248)
S (1.40633, 0.68829, 0.08436)
O (1.33645, 1.97811, 0.83981)
O (2.63280, 0.62794, -0.71471)
N (-0.17427, 0.27121, -0.54102)
S (0.12573, -0.40213, -1.89117)
O (0.34977, 0.54867, -2.99469)
O (1.00714, -1.59652, -1.88283)
C (-1.64171, -1.26678, -2.29906)
F (-2.59178, -0.28153, -2.45126)
F (-1.53869, -1.84982, -3.51157)
F (-1.97314, -2.15211, -1.38164)

Among the records above, which one has the lowest 2S+1?
C65H140F6N8O4S2

What is the formula in the second record?
C65H140F6N8O4S2

Which of these has the highest 2S+1?
C54H84GeKN10O2PS2Si3

Among the records above, which one has the highest calculated total energy?
C65H140F6N8O4S2